[1]
{"formula": "C6H10O", "method": "the ωB97M-V functional and the def2-TZVPD basis", "symbols": ["H", "C", "C", "H", "C", "H", "C", "H", "C", "H", "H", "O", "H", "H", "C", "H", "H"], "coordinates": [[-1.2616, -1.3058, 0.7253], [1.3097, 1.4880, -0.1796], [-0.8978, 0.4666, 0.6037], [1.8470, -1.3229, 0.6863], [0.8111, -1.1169, 0.3760], [1.3701, -0.8114, -1.7609], [-2.0926, -0.0222, 0.1923], [-3.0114, 0.1502, 0.7464], [0.4165, 0.2716, -0.0874], [0.8879, 2.2360, -0.8647], [-0.3659, -1.3249, -1.5228], [-0.2034, -1.6613, 1.1749], [-2.2225, -0.3075, -0.8456], [1.4360, 1.9610, 0.8028], [0.5237, -0.8795, -1.0789], [2.3034, 1.2174, -0.5524], [-0.8181, 0.9548, 1.5784]], "forces_ev_per_a": [[4.1795, -1.3567, 1.6976], [0.0655, -0.0584, 0.0508], [-0.8398, 1.2328, -0.8736], [-0.7000, 0.0877, 0.1051], [-0.4385, 0.0660, 0.1223], [-0.1492, -0.0271, 0.1796], [-0.0124, 1.6838, -0.3810], [0.2539, -0.0896, 0.1299], [-0.5578, 0.2069, 0.0588], [0.0892, -0.1654, 0.1272], [0.1818, 0.0900, 0.1506], [-1.8504, -1.1336, -1.1219], [0.0991, -0.3688, 0.0806], [-0.0191, -0.0781, -0.1498], [-0.0947, 0.0767, -0.0868], [-0.1486, 0.0024, 0.0740], [-0.0585, -0.1685, -0.1634]], "mulliken_charge": [0.427, -1.525, -0.351, 0.347, -0.036, 0.302, -0.846, 0.300, 1.109, 0.329, 0.198, -0.670, 0.274, 0.346, -0.847, 0.364, 0.280], "max_force_ev_per_a": 4.711, "e_above_lowest_kj_mol": 285.6, "orbital_gap_ha": 0.35463, "smiles": "C=C[C@]1(C)C[C@@H]1O", "e_tot_ev": -8428.28021, "lumo_energy_ev": 0.88, "charge": 0, "e_homo_ev": -8.770}



[2]
{"formula": "C3H2O4Pb", "method": "the ωB97M-V functional and the def2-TZVPD basis", "symbols": ["O", "H", "O", "C", "H", "O", "Pb", "C", "O", "C"], "coordinates": [[2.4681, -2.5367, -0.4097], [-1.1390, -1.1065, 1.8429], [-1.9812, 0.0182, -2.7896], [1.2967, 2.1094, -0.0411], [-1.8606, 0.1562, 1.5592], [-1.2572, -0.2204, 2.2153], [0.2249, 0.1063, -0.1476], [-1.3163, 0.0287, -1.8939], [1.8871, 3.1205, -0.0625], [1.6775, -1.6756, -0.2730]], "forces_ev_per_a": [[-4.9880, 5.3039, 0.9803], [-0.3175, -0.5427, 0.9461], [0.2491, -0.0233, 0.6109], [5.5607, 9.2420, -0.4555], [-0.8156, 0.3118, 0.7477], [0.5995, 0.0007, -1.3864], [-2.0798, -0.4413, 3.3400], [-2.1907, -0.0034, -3.5206], [-3.5287, -5.8938, 0.2715], [7.5109, -7.9540, -1.5341]], "mulliken_charge": [-0.018, 0.365, 0.059, 0.262, 0.361, -0.567, 1.071, 0.210, -0.011, 0.269], "max_force_ev_per_a": 11.047, "e_above_lowest_kj_mol": 43.4, "orbital_gap_ha": 0.29410, "e_tot_ev": -16557.86202, "lumo_energy_ev": -11.42, "charge": 2, "e_homo_ev": -19.423}



[3]
{"formula": "C2H4ClN3", "method": "the ωB97M-V functional and the def2-TZVPD basis", "symbols": ["N", "N", "H", "H", "C", "Cl", "C", "N", "H", "H"], "coordinates": [[0.7601, 0.5229, -1.3446], [-0.7700, -0.5319, 0.1206], [-0.0221, -1.8917, 1.6562], [-1.4135, -2.3321, 0.6315], [-0.7372, -1.5553, 0.8866], [0.2952, 3.0742, 0.1661], [-0.1939, 0.6516, 0.0513], [-0.5418, 1.6400, 0.6476], [1.7018, 0.8976, -1.2306], [0.9214, -0.4753, -1.5847]], "forces_ev_per_a": [[-1.2699, -0.0066, 2.4539], [-1.8385, -3.2977, 1.7105], [0.0050, 1.1221, 0.0398], [-0.7908, -0.6549, -0.2382], [0.8581, 1.0455, -1.2139], [-0.2126, -0.1170, 0.1256], [4.8001, -3.3875, -6.1184], [-0.5060, 4.1385, 2.1655], [-0.3979, 0.3821, 0.4296], [-0.6476, 0.7755, 0.6456]], "mulliken_charge": [-0.551, -0.331, 0.247, 0.266, -0.174, -0.108, 0.503, -0.343, 0.241, 0.249], "max_force_ev_per_a": 8.482, "e_above_lowest_kj_mol": 155.9, "orbital_gap_ha": 0.35213, "smiles": "C=N/C(N)=N/Cl", "e_tot_ev": -19128.27876, "lumo_energy_ev": 0.01, "charge": 0, "e_homo_ev": -9.568}



[4]
{"formula": "C4H7NO2P", "method": "the ωB97M-V functional and the def2-TZVPD basis", "symbols": ["H", "P", "H", "H", "H", "H", "C", "O", "O", "H", "C", "C", "C", "H", "N"], "coordinates": [[3.7164, -1.2486, 0.7622], [-2.5174, -0.0853, 0.2819], [-1.5793, 0.9589, -1.6243], [2.0825, -1.2804, -0.7749], [3.3779, 0.2875, 1.5718], [-0.1453, -0.4238, -1.5112], [-1.3185, 0.9876, -0.5946], [-2.6190, -1.4757, -0.2744], [-3.7863, 0.7133, 0.4550], [-1.8608, -0.3830, 1.6150], [2.0258, -0.4165, 0.0197], [3.1670, -0.3125, 0.7278], [-0.0949, 0.1970, -0.6161], [-1.3859, 2.0399, -0.1405], [0.9377, 0.4417, 0.1027]], "forces_ev_per_a": [[0.6205, 0.2623, -0.5716], [-2.3260, -1.2187, 2.0411], [-1.0746, 0.4841, -0.8786], [-0.7532, 1.4661, 1.3701], [-0.2447, 1.1369, 0.4953], [0.6156, -1.1356, 0.4756], [0.0155, 0.9807, 1.2366], [0.6681, 0.3824, -0.6971], [0.9742, -0.0079, 0.0101], [-0.3009, 0.9730, -1.1773], [1.1911, -0.9497, -1.3304], [-0.9953, -1.8838, -0.0479], [1.3078, 1.8867, -0.4241], [0.5687, -1.7288, -0.5724], [-0.2666, -0.6477, 0.0706]], "mulliken_charge": [0.213, 0.558, 0.221, 0.136, 0.326, 0.262, -0.323, -0.720, -0.745, -0.008, 0.104, -0.700, 0.022, 0.238, -0.583], "max_force_ev_per_a": 3.326, "e_above_lowest_kj_mol": 58.3, "orbital_gap_ha": 0.31466, "smiles": "C=C/N=C/C[P@H](=O)[O-]", "e_tot_ev": -19136.59567, "lumo_energy_ev": 3.74, "charge": -1, "e_homo_ev": -4.822}